[1]
# C3H5O2Si

2 unconnected molecules or ions with the total composition C3H5O2Si at a distorted geometry (ωB97M-V/def2-TZVPD, OMol25).

Element x y z (Å)
C1 -1.00 -0.45 1.07
C2 -0.15 -0.60 0.04
C3 3.58 -0.17 -0.13
O1 4.01 -0.25 -1.27
O2 3.96 -0.48 0.97
Si1 1.13 0.73 -0.62
H1 -1.27 -1.39 1.54
H2 -1.08 0.45 1.68
H3 0.22 -1.62 -0.07
H4 0.49 2.12 -0.66
H5 1.16 0.60 -2.16

## Properties
Charge: -1
2S+1: 1
HOMO level in Eh: -0.116



[2]
# C4H11BrOSi

2 unconnected molecules or ions with the total composition C4H11BrOSi at a distorted geometry (ωB97M-V/def2-TZVPD, OMol25).

Element x y z (Å)
C1 -0.44 -2.44 -0.85
C2 -1.96 1.13 -0.37
C3 1.23 1.56 -0.22
C4 0.82 -0.59 3.07
O1 -0.12 -1.05 -1.09
Si1 -0.19 0.34 -0.29
Br1 0.96 -2.45 2.84
H1 -0.05 -2.73 0.10
H2 -0.03 -3.02 -1.60
H3 -1.44 -2.70 -1.04
H4 -2.38 1.64 -1.19
H5 -2.80 0.46 0.07
H6 -2.07 1.93 0.45
H7 0.66 2.51 -0.39
H8 1.67 1.55 0.78
H9 1.96 1.25 -0.93
H10 1.67 0.00 2.84
H11 0.34 -0.33 4.03

## Properties
2S+1: 1
HOMO level (spin up / spin down) in Eh: -0.220 / -0.291



[3]
# C25H38CdN10O2

A molecular structure, C25H38CdN10O2 at a distorted geometry (ωB97M-V/def2-TZVPD, OMol25).

Element x y z (Å)
Cd1 -0.76 -0.98 -0.40
C1 -2.80 -5.49 -0.77
C2 -1.85 -4.39 -1.16
O1 -1.61 -3.36 -0.49
N1 -1.43 -4.49 -2.42
C3 -0.81 -3.36 -3.09
C4 -1.81 -2.22 -3.33
C5 -2.76 -2.40 -4.31
C6 -3.54 -1.30 -4.72
C7 -3.35 -0.10 -4.01
C8 -2.42 -0.06 -2.96
N2 -1.65 -1.11 -2.66
H1 -2.65 -6.41 -1.30
H2 -3.73 -5.03 -1.07
H3 -2.79 -5.63 0.32
H4 -1.49 -5.33 -2.92
H5 -0.37 -3.73 -4.06
H6 0.01 -2.98 -2.46
H7 -2.86 -3.29 -4.88
H8 -4.24 -1.38 -5.54
H9 -3.87 0.81 -4.27
H10 -2.26 0.79 -2.35
N3 1.08 -2.42 0.13
C9 1.93 -2.26 1.34
C10 2.33 -0.83 1.70
C11 1.68 -0.23 2.99
C12 0.31 0.41 2.81
N4 -0.66 -0.50 2.13
H11 0.61 -3.31 0.16
H12 1.72 -2.40 -0.62
H13 2.81 -2.92 1.30
H14 1.36 -2.64 2.20
H15 2.05 -0.15 0.91
H16 3.39 -0.72 1.86
H17 2.28 0.47 3.50
H18 1.65 -1.06 3.74
H19 0.44 1.24 2.14
H20 -0.07 0.80 3.77
H21 -1.61 -0.08 2.16
H22 -0.70 -1.40 2.63
C13 2.10 0.80 -1.99
C14 1.16 1.58 -1.14
N5 -0.03 1.10 -0.78
C15 -0.69 2.16 -0.15
C16 0.09 3.24 -0.15
N6 1.23 2.85 -0.78
C17 2.35 3.74 -0.95
N7 2.70 4.50 0.17
N8 2.39 5.86 0.18
N9 2.83 6.44 1.21
C18 3.55 5.50 1.94
C19 4.22 5.63 3.17
C20 4.76 4.48 3.68
C21 4.69 3.26 3.01
C22 3.96 3.10 1.83
C23 3.45 4.26 1.29
H23 1.62 -0.18 -2.08
H24 3.07 0.67 -1.50
H25 2.22 1.24 -2.97
H26 -1.69 2.09 0.26
H27 -0.12 4.30 0.12
H28 2.02 4.48 -1.68
H29 3.25 3.20 -1.28
H30 4.32 6.56 3.72
H31 5.35 4.46 4.62
H32 5.14 2.36 3.40
H33 3.88 2.08 1.34
C24 -5.19 -0.33 1.00
C25 -3.83 -1.06 0.80
N10 -3.73 -2.34 1.27
O2 -2.86 -0.51 0.24
H34 -5.77 -0.78 1.79
H35 -5.79 -0.34 0.15
H36 -4.93 0.71 1.33
H37 -4.43 -2.81 1.82
H38 -2.87 -2.87 1.08

## Properties
Charge: +2
2S+1: 1
HOMO level in Eh: -0.480



[4]
# F4H8N2Na2O12S4

A molecular structure, F4H8N2Na2O12S4 at a distorted geometry (ωB97M-V/def2-TZVPD, OMol25).

Element x y z (Å)
Na1 2.74 4.27 -12.81
Na2 0.95 3.38 -10.89
N1 1.90 5.84 -11.12
S1 2.04 6.36 -9.54
O1 0.80 6.70 -8.98
O2 3.19 7.08 -9.28
F1 2.30 4.88 -9.00
S2 1.12 7.03 -11.84
O3 1.85 8.25 -11.88
O4 -0.28 7.08 -11.69
F2 1.29 6.44 -13.33
N2 2.54 1.94 -12.06
S3 4.06 1.86 -11.35
O5 5.11 2.40 -12.13
O6 4.32 0.87 -10.38
F3 3.67 3.17 -10.44
S4 2.33 0.40 -12.47
O7 1.76 -0.44 -11.49
O8 3.43 -0.09 -13.23
F4 1.18 0.61 -13.56
O9 4.27 3.12 -14.66
H1 3.88 2.75 -15.46
H2 5.08 2.62 -14.53
O10 2.04 4.77 -15.32
H3 1.89 5.61 -15.76
H4 1.97 4.11 -16.01
O11 0.33 3.30 -13.40
H5 0.62 3.85 -14.14
H6 -0.36 2.75 -13.77
O12 4.68 5.85 -11.72
H7 5.38 5.80 -11.06
H8 3.88 6.03 -11.20

## Properties
2S+1: 1
HOMO level in Eh: -0.401



[5]
# C11H5Cl2IN10O5V

A molecular structure, C11H5Cl2IN10O5V at a distorted geometry (ωB97M-V/def2-TZVPD, OMol25).

Element x y z (Å)
V1 0.76 -0.28 0.57
N1 1.46 1.51 3.44
C1 0.55 0.46 3.55
N2 -0.01 0.17 4.70
N3 -0.79 -0.90 4.38
N4 -0.70 -1.20 3.16
N5 0.20 -0.35 2.55
C2 2.03 1.96 2.24
N6 2.82 3.02 2.24
N7 3.18 3.13 0.94
N8 2.64 2.21 0.24
N9 1.90 1.39 1.04
H1 1.62 2.08 4.26
Cl1 -4.17 0.44 -4.33
C3 -3.12 0.56 -2.91
C4 -3.35 1.56 -2.01
C5 -2.51 1.73 -0.87
I1 -2.63 3.15 0.61
C6 -1.45 0.87 -0.66
O1 -0.62 0.94 0.33
C7 -1.23 -0.13 -1.62
N10 -0.17 -0.91 -1.31
C8 0.14 -1.90 -2.11
C9 -0.60 -2.20 -3.28
C10 -1.69 -1.41 -3.55
C11 -2.05 -0.32 -2.73
H2 -4.19 2.23 -2.10
H3 0.99 -2.50 -1.85
H4 -0.31 -3.01 -3.90
H5 -2.32 -1.59 -4.42
O2 3.74 -3.17 0.49
Cl2 2.74 -2.14 0.72
O3 3.01 -1.41 1.93
O4 1.39 -2.77 0.74
O5 2.74 -1.22 -0.48

## Properties
<S²>: 2.01
Charge: -1
2S+1: 3
HOMO level (spin up / spin down) in Eh: -0.199 / -0.200



[6]
# C3H32N2O13S

13 unconnected molecules or ions with the total composition C3H32N2O13S at a distorted geometry (ωB97M-V/def2-TZVPD, OMol25).

Element x y z (Å)
C1 0.68 -1.49 0.00
C2 0.13 -2.91 0.32
S1 1.43 -4.00 1.04
N1 -0.10 -0.93 -1.03
C3 -1.22 -0.17 -0.79
N2 -1.47 0.22 0.51
O1 -1.96 0.10 -1.73
H1 0.86 -0.79 0.81
H2 1.76 -1.64 -0.14
H3 -0.19 -3.70 -0.42
H4 -0.83 -2.75 0.84
H5 0.67 -4.67 1.94
H6 0.16 -1.18 -2.00
H7 -2.15 0.96 0.59
H8 -0.67 0.20 1.13
H9 2.17 2.13 3.40
H10 0.77 1.53 3.19
O2 1.62 1.70 2.73
H11 1.60 3.72 0.24
H12 1.18 3.04 1.61
O3 0.85 3.39 0.78
H13 3.23 -0.10 0.08
H14 2.22 0.75 -0.80
O4 2.89 0.05 -0.81
H15 -0.30 -0.28 -4.80
H16 -1.23 0.35 -3.51
O5 -0.46 -0.06 -3.89
H17 -1.91 3.94 0.38
H18 -0.92 4.29 1.45
O6 -1.88 4.20 1.31
H19 -2.15 -2.74 -1.47
H20 -2.84 -2.22 -0.23
O7 -2.78 -2.98 -0.79
H21 -2.72 -2.39 -3.49
H22 -1.23 -2.32 -3.64
O8 -1.93 -2.95 -3.42
H23 0.04 2.12 -1.14
H24 -0.56 2.81 -2.31
O9 0.29 2.75 -1.82
H25 -3.39 2.11 2.50
H26 -2.01 2.63 2.13
O10 -2.50 1.80 2.34
H27 4.27 -0.50 2.21
H28 2.97 0.10 2.09
O11 3.84 0.17 1.67
H29 -1.31 1.65 3.62
H30 -0.74 0.51 4.77
O12 -0.61 1.18 4.10
H31 2.22 -2.38 -3.90
H32 2.50 -2.71 -2.54
O13 1.70 -2.55 -3.09

## Properties
<S²>: 0.75
Charge: +1
2S+1: 2
HOMO level (spin up / spin down) in Eh: -0.481 / -0.480



[7]
# C27H53BF8I2N5O7P2

3 unconnected molecules or ions with the total composition C27H53BF8I2N5O7P2 at a distorted geometry (ωB97M-V/def2-TZVPD, OMol25).

Element x y z (Å)
C1 5.24 2.31 1.40
C2 4.70 2.57 -0.03
O1 3.71 1.63 -0.41
C3 2.43 2.19 -0.46
N1 1.58 1.22 -1.16
C4 1.65 1.31 -2.63
C5 1.82 -0.01 -3.39
C6 2.38 0.23 -4.79
O2 2.60 -0.70 -5.46
O3 2.56 1.51 -5.24
C7 0.86 0.40 -0.47
N2 0.86 0.31 0.89
B1 2.14 0.02 1.59
N3 2.32 0.63 2.91
O4 3.15 -0.76 1.06
C8 -0.33 -0.54 1.27
P1 -0.66 -0.97 3.04
C9 -0.98 0.68 3.85
C10 0.67 -1.76 4.03
C11 -0.50 -1.54 0.06
C12 -1.86 -2.16 -0.26
C13 -3.00 -2.03 0.76
O5 -3.78 -0.82 0.63
C14 -4.74 -0.90 -0.39
C15 -6.13 -1.28 0.13
F1 -6.15 -2.57 0.50
F2 -6.96 -1.20 -0.92
C16 -6.66 -0.48 1.35
F3 -5.95 -0.88 2.40
F4 -7.90 -0.89 1.58
C17 -6.60 1.05 1.23
F5 -7.19 1.53 2.33
F6 -5.35 1.52 1.28
C18 -7.33 1.67 0.02
F7 -7.71 2.91 0.40
F8 -8.45 1.02 -0.27
C19 0.63 -2.63 -0.18
I1 0.59 -3.26 -2.29
C20 0.74 -3.94 0.63
C21 2.14 -4.00 1.32
I2 -0.71 -4.49 2.11
N4 -0.07 -0.51 -1.00
P2 -1.38 0.54 -1.62
N5 -1.78 0.09 -3.07
H1 4.74 1.41 1.78
H2 5.09 3.16 2.06
H3 6.32 2.09 1.39
H4 5.56 2.59 -0.70
H5 4.31 3.60 -0.03
H6 2.47 3.09 -1.07
H7 2.07 2.38 0.56
H8 0.76 1.84 -2.99
H9 2.48 1.96 -2.92
H10 2.40 -0.76 -2.86
H11 0.82 -0.40 -3.57
H12 3.48 1.58 -5.52
H13 2.68 1.57 2.81
H14 3.08 0.12 3.35
H15 3.21 -1.59 1.56
H16 -1.13 0.20 1.14
H17 -1.50 1.28 3.11
H18 -1.55 0.56 4.77
H19 -0.03 1.18 4.07
H20 0.31 -2.70 4.43
H21 0.89 -1.14 4.90
H22 1.64 -1.98 3.56
H23 -2.28 -1.89 -1.24
H24 -1.72 -3.24 -0.38
H25 -2.72 -2.23 1.79
H26 -3.70 -2.84 0.51
H27 -4.50 -1.60 -1.19
H28 -4.80 0.09 -0.86
H29 -6.70 1.81 -0.85
H30 1.58 -2.11 -0.13
H31 0.77 -4.77 -0.06
H32 2.92 -3.56 0.70
H33 2.13 -3.64 2.35
H34 2.39 -5.07 1.39
H35 -2.47 0.52 -0.72
H36 -0.94 1.89 -1.63
H37 -1.58 0.90 -3.66
C22 -5.10 2.21 -6.29
C23 -5.08 1.80 -4.82
C24 -6.16 2.54 -4.04
O6 -3.80 2.08 -4.26
H38 -4.90 3.28 -6.40
H39 -4.32 1.68 -6.84
H40 -6.06 1.98 -6.75
H41 -5.23 0.73 -4.74
H42 -5.99 3.62 -4.08
H43 -6.13 2.25 -2.99
H44 -7.15 2.33 -4.43
H45 -3.65 3.03 -4.33
C25 9.26 -0.60 3.91
C26 7.85 -0.21 3.50
C27 6.92 -1.42 3.50
O7 7.86 0.39 2.20
H46 9.68 -1.32 3.20
H47 9.91 0.27 3.90
H48 9.28 -1.04 4.91
H49 7.46 0.54 4.19
H50 7.27 -2.17 2.78
H51 5.91 -1.13 3.20
H52 6.87 -1.88 4.49
H53 8.20 -0.27 1.58

## Properties
Charge: +1
2S+1: 1
HOMO level in Eh: -0.398



[8]
# C4H5Br2N

3 unconnected molecules or ions with the total composition C4H5Br2N at a distorted geometry (ωB97M-V/def2-TZVPD, OMol25).

Element x y z (Å)
C1 1.47 0.71 -0.88
C2 1.19 1.32 0.09
C3 -0.84 -1.36 -3.38
C4 1.06 2.00 1.45
N1 0.10 -1.98 -3.17
Br1 -2.64 -2.76 3.75
Br2 -2.40 -0.55 -3.79
H1 1.46 0.10 -1.72
H2 1.76 1.44 2.13
H3 0.00 1.69 1.62
H4 1.39 3.01 1.30
H5 -2.57 -3.61 2.59

## Properties
2S+1: 1
HOMO level in Eh: -0.366